Entry 1:
This record from the Open Molecules 2025 dataset describes a 2-piece molecular cluster, C4H5N3 overall at a distorted geometry. The level of theory is wB97M-V/def2-TZVPD.

Its energy above the lowest of the compared OMol25 structures with the same formula, charge and spin is 113.35 kcal/mol. For the LUMO energy, the calculation gives -2.203 eV. The calculation puts the energy at -8694.8970 eV. The calculation puts the HOMO energy at -9.03 eV. Its multiplicity is 1. Its HOMO-LUMO gap is 6.82 eV. The value obtained for the molecular weight is 95.10 g/mol. As for the net charge: 0.

```
12
Properties=species:S:1:pos:R:3:forces:R:3:nbo_charge:R:1
C -1.5273 0.2626 0.1520 0.3 -0.5 -0.5 -0.4177
N -0.2731 -0.2896 -0.5889 0.0 0.0 0.3 -0.3635
C 0.8780 -0.6607 -0.1399 -0.6 0.3 0.1 0.1614
C 1.8973 -1.2517 -0.9887 0.5 -0.2 -0.5 0.1696
N 2.7627 -1.7529 -1.5766 -1.2 0.6 0.7 -0.1646
C 0.9306 1.3328 1.7620 -0.5 0.7 -0.6 -0.1618
N 0.2590 1.9860 1.0513 1.2 -0.1 1.0 -0.7212
H -2.1204 -0.6303 0.3205 -0.3 -0.1 -0.3 0.2119
H -1.9999 0.9595 -0.5431 0.1 -0.3 -0.1 0.2332
H -1.4135 0.8110 1.0987 0.9 -0.6 -0.7 0.3147
H -0.3930 -0.4154 -1.5975 -0.3 0.1 0.4 0.4212
H 1.1363 -0.4589 0.9135 -0.2 0.0 0.0 0.3169
```
Positions in Å, forces in eV/Å.

***

Entry 2:
This record from the Open Molecules 2025 dataset describes one molecule with the formula C4H5N3 at a distorted geometry. The level of theory is wB97M-V/def2-TZVPD.

Its energy above the lowest of the compared OMol25 structures with the same formula, charge and spin is 203.57 kcal/mol. For the LUMO energy, the calculation gives -0.921 eV. The calculation puts the energy at -8690.9848 eV. The calculation puts the HOMO energy at -9.19 eV. Its multiplicity is 1. Its HOMO-LUMO gap is 8.27 eV. The value obtained for the molecular weight is 95.10 g/mol. As for the net charge: 0.

```
12
Properties=species:S:1:pos:R:3:forces:R:3:nbo_charge:R:1
C 3.0898 -0.8286 0.5653 1.3 -0.9 0.5 -0.0043
C 2.5809 -0.1124 -0.3402 -0.3 -1.2 0.0 -0.2218
C -1.7100 1.2673 0.1550 -1.4 -1.3 1.6 -0.1125
C -0.0897 -0.9978 -0.1984 -2.5 -3.1 1.0 -0.5043
N -0.4600 1.3282 -0.0090 -0.7 2.5 -0.3 -0.2188
N 1.5976 0.6778 -0.2823 -0.2 2.8 -0.3 -0.0301
N 0.3740 0.3462 -0.2761 -0.8 -1.8 -1.1 -0.0026
H -2.1324 2.2634 0.4186 -0.1 -1.0 -0.4 0.2084
H -2.3852 0.2880 0.3317 1.5 2.2 -0.8 0.1655
H 0.1477 -1.2775 0.8575 -0.1 -0.5 -0.9 0.2382
H -1.2621 -1.1768 -0.3018 2.5 1.2 0.2 0.2278
H 0.2494 -1.7778 -0.9204 0.7 1.2 0.5 0.2546
```
Positions in Å, forces in eV/Å.

***

Entry 3:
This record from the Open Molecules 2025 dataset describes one molecule with the formula C4H5N3. The level of theory is wB97M-V/def2-TZVPD.

Its energy above the lowest of the compared OMol25 structures with the same formula, charge and spin is 95.11 kcal/mol. For the LUMO energy, the calculation gives -0.181 eV. The calculation puts the energy at -8695.6878 eV. The calculation puts the HOMO energy at -7.09 eV. Its multiplicity is 1. Its HOMO-LUMO gap is 6.91 eV. The value obtained for the molecular weight is 95.10 g/mol. As for the net charge: 0.

```
12
Properties=species:S:1:pos:R:3:forces:R:3:nbo_charge:R:1
N 1.0499 1.6686 -0.1994 -0.2 -0.4 0.0 -0.7277
C 0.2111 0.3032 0.0318 0.1 0.2 0.1 -0.0839
C 0.2345 -0.0987 1.3578 -0.1 0.0 -0.2 -0.1264
N -0.4557 -1.2800 1.6072 0.2 0.4 -0.2 -0.4949
C -1.0790 -1.8849 0.6051 0.1 0.2 -0.1 0.2422
N -1.1451 -1.4817 -0.6773 0.3 0.3 0.1 -0.4737
C -0.4808 -0.3610 -0.9750 0.1 0.1 0.0 0.0154
H 2.0429 1.5340 -0.4339 -0.4 -0.5 0.1 0.4204
H 0.7167 2.3709 -0.8758 -0.4 -0.6 0.3 0.4156
H 1.0580 2.0965 0.7413 -0.2 -0.4 -0.1 0.4481
H -1.6102 -2.8222 0.8369 0.3 0.5 -0.1 0.1771
H -0.5423 -0.0447 -2.0187 0.1 0.1 0.2 0.1877
```
Positions in Å, forces in eV/Å.

***

Entry 4:
This record from the Open Molecules 2025 dataset describes a 2-piece molecular cluster, C4H5N3 overall at a distorted geometry. The level of theory is wB97M-V/def2-TZVPD.

As for the SMILES: N#CC=C=N.C=N. Its energy above the lowest of the compared OMol25 structures with the same formula, charge and spin is 72.90 kcal/mol. For the LUMO energy, the calculation gives 0.722 eV. The calculation puts the energy at -8696.6512 eV. The calculation puts the HOMO energy at -9.50 eV. Its multiplicity is 1. Its HOMO-LUMO gap is 10.23 eV. The value obtained for the molecular weight is 95.10 g/mol. As for the net charge: 0.

```
12
Properties=species:S:1:pos:R:3:forces:R:3:nbo_charge:R:1
C -2.3193 -1.3472 0.1651 0.1 0.1 0.1 -0.0188
N -1.0597 -1.2462 0.1784 -0.5 -0.3 -0.2 -0.6273
C 1.2405 0.3949 0.1953 0.2 0.1 0.1 -0.5755
C 1.6378 -0.2177 -1.0337 0.5 -0.2 -0.7 0.2794
N 1.9663 -0.7249 -2.0252 -0.5 0.5 1.1 -0.3353
C 1.6355 1.5886 0.5821 -0.1 0.5 0.0 0.4940
N 1.9210 2.6868 1.0300 0.0 -0.8 -0.3 -0.5976
H -2.8849 -1.8409 -0.6285 0.0 0.1 0.0 0.1551
H 1.2705 3.3980 0.7111 0.0 0.4 0.0 0.3872
H -2.8805 -0.9089 0.9926 0.0 -0.1 -0.1 0.1628
H -0.6538 -1.6588 -0.6646 0.0 -0.1 0.1 0.3488
H 0.4861 -0.1026 0.8078 0.3 0.0 -0.2 0.3272
```
Positions in Å, forces in eV/Å.

***

Entry 5:
This record from the Open Molecules 2025 dataset describes one molecule with the formula C4H5N3O at a distorted geometry. The level of theory is wB97M-V/def2-TZVPD.

As for the SMILES: [H]/N=c1\cc[nH]/c(=N\[H])o1. Its energy above the lowest of the compared OMol25 structures with the same formula, charge and spin is 128.92 kcal/mol. For the LUMO energy, the calculation gives 0.013 eV. The calculation puts the energy at -10742.0240 eV. The calculation puts the HOMO energy at -9.36 eV. Its multiplicity is 1. Its HOMO-LUMO gap is 9.38 eV. The value obtained for the molecular weight is 111.10 g/mol. As for the net charge: 0.

```
13
Properties=species:S:1:pos:R:3:forces:R:3:nbo_charge:R:1
C 1.3054 -0.6568 -0.1238 0.3 -1.9 5.1 0.5056
C 1.1781 0.8574 0.0044 3.0 0.5 -2.0 -0.3770
C -0.0220 1.3729 -0.0217 -4.8 1.1 2.5 0.0234
C -1.1321 -0.7603 0.1748 -1.8 -3.3 -0.1 0.6460
H 3.1601 -0.8003 -0.0634 -1.3 -1.6 -0.8 0.3461
H 2.0914 1.6893 -0.1257 -2.3 -2.9 0.4 0.2629
H -0.4291 2.3456 0.2178 1.8 1.2 -0.8 0.2228
H -2.3002 1.0444 -0.0677 4.2 -1.0 1.1 0.4280
H -3.0239 -1.2736 -0.6510 3.6 -0.6 1.3 0.3433
N 2.2991 -1.4621 -0.0771 0.5 3.4 -0.5 -0.5710
N -1.2580 0.7002 0.3104 -1.3 -3.2 -2.1 -0.6511
N -2.0018 -1.6562 -0.2805 -0.3 3.7 0.4 -0.6755
O 0.1330 -1.4005 0.7036 -1.5 4.7 -4.4 -0.5035
```
Positions in Å, forces in eV/Å.

***

Entry 6:
This record from the Open Molecules 2025 dataset describes C4H5N3O as an isolated structure at a distorted geometry. The level of theory is wB97M-V/def2-TZVPD.

Its energy above the lowest of the compared OMol25 structures with the same formula, charge and spin is 117.01 kcal/mol. For the LUMO energy, the calculation gives 0.780 eV. The calculation puts the energy at -10742.5408 eV. The calculation puts the HOMO energy at -9.34 eV. Its multiplicity is 1. Its HOMO-LUMO gap is 10.12 eV. The value obtained for the molecular weight is 111.10 g/mol. As for the net charge: 0.

```
13
Properties=species:S:1:pos:R:3:forces:R:3:nbo_charge:R:1
C -1.6609 -0.3454 -0.1183 -0.9 -0.9 0.4 0.7139
C -0.0221 0.5764 0.3200 1.1 3.7 2.2 -0.0923
C 1.4197 0.7941 -0.0081 1.7 -2.6 -0.4 -0.0342
C -0.1529 -0.7931 -0.3040 -0.9 2.3 0.2 -0.1950
H -1.9719 1.7126 0.1110 0.7 -0.2 0.3 0.4110
H -0.1610 0.8267 1.4679 0.7 -1.6 -1.6 0.2055
H 2.0559 1.6336 -0.1404 0.1 0.8 0.1 0.2167
H 1.3569 -2.2914 -0.1833 -0.7 2.2 1.0 0.3823
H 0.0391 -0.5258 -1.3528 -0.2 -0.2 -0.2 0.1953
N -1.3004 1.0256 -0.2278 -0.7 -1.7 -1.4 -0.6351
N 2.0400 -0.3942 0.0068 -2.2 2.7 0.3 -0.1916
N 1.0369 -1.3437 0.2289 1.3 -4.7 -0.5 -0.4436
O -2.6792 -0.8754 0.2001 0.0 0.1 -0.3 -0.5328
```
Positions in Å, forces in eV/Å.